Version i
Entry from the Open Molecules 2025 dataset: the ion C6H10N with charge +1 (ωB97M-V with the def2-TZVPD basis set).

XYZ file:
```
17
C6H10N (ωB97M-V with the def2-TZVPD basis set)
C 1.3726 2.5534 0.1410
N 1.8332 1.2158 0.3156
C 1.1916 0.0711 0.2696
C -0.1583 -0.1961 -0.1721
C -0.2448 -1.5594 -1.0708
C -1.1480 -1.6029 -0.2357
C -2.4123 -1.9381 0.3389
H 0.9143 2.8129 1.1547
H 2.1015 3.3441 -0.0554
H 0.5786 2.6277 -0.6584
H 2.8565 1.0830 0.7235
H 1.8548 -0.7765 0.5636
H -0.6471 0.5599 -0.7693
H 0.1212 -1.8900 -1.9811
H -2.2320 -2.7131 1.1417
H -3.0050 -2.5663 -0.3876
H -2.9770 -1.0256 0.6819
```

SMILES string ... C/[NH+]=C\[C@H]1C=C1C
HOMO ... -13.985 eV
Net charge ... +1
Frontier orbital gap ... 10.2153 eV


Version ii
Entry from the Open Molecules 2025 dataset: the ion C6H10N with charge +1 (ωB97M-V with the def2-TZVPD basis set).

XYZ file:
```
17
C6H10N (ωB97M-V with the def2-TZVPD basis set)
C -1.4832 0.1638 1.3226
C -1.8464 0.4509 2.5051
C -1.7825 -0.1796 -0.1711
C -0.3379 -0.1083 0.3358
C 0.3142 -1.4179 0.5575
C 0.4661 1.1120 -0.0223
N 1.4518 0.7725 -1.1915
H -2.1812 -1.1630 -0.2158
H -2.3368 0.5565 -0.8693
H 0.5822 -2.0052 -0.2764
H -0.3135 -2.1290 1.1101
H 1.3504 -1.3778 1.0884
H 1.0758 1.2582 0.9250
H -0.1662 2.0257 -0.3989
H 2.1474 1.6364 -1.4294
H 1.0989 0.5138 -2.1901
H 1.9608 -0.1090 -1.0797
```

HOMO ... -13.743 eV
Net charge ... +1
Frontier orbital gap ... 9.3821 eV


Version iii
Entry from the Open Molecules 2025 dataset: the ion C6H10N with charge +1 (ωB97M-V with the def2-TZVPD basis set).

XYZ file:
```
17
C6H10N (ωB97M-V with the def2-TZVPD basis set)
C 0.3821 -2.5924 -0.4754
C 0.1626 -1.3328 -0.2951
C -0.2148 -0.2112 -1.1623
C 0.0360 0.7158 -0.0387
C 0.4760 2.1432 0.0272
N -0.9387 0.3866 1.0273
C 0.3580 -0.4238 0.8532
H 0.4856 -3.2313 0.4090
H 0.2391 -3.0790 -1.3605
H 0.4295 -0.2204 -2.1305
H -1.3472 -0.1976 -1.3584
H 0.2048 2.3947 1.0334
H -0.0842 2.8100 -0.8145
H 1.6055 2.3607 -0.0010
H -1.8753 0.1399 0.6765
H -0.9704 0.7334 1.9720
H 1.0514 -0.3957 1.6379
```

SMILES string ... C=C1C[C@@]2(C)[NH2+][C@@H]12
HOMO ... -14.254 eV
Net charge ... +1
Frontier orbital gap ... 10.9405 eV


Version iv
Entry from the Open Molecules 2025 dataset: the ion C6H10N with charge +1 (ωB97M-V with the def2-TZVPD basis set).

XYZ file:
```
17
C6H10N (ωB97M-V with the def2-TZVPD basis set)
C 2.0632 1.3032 0.3426
C 1.0920 2.1317 -0.0473
C -0.2810 1.6368 0.2110
C -0.5975 0.3836 0.0417
N -1.8641 -0.4302 0.0732
C -0.6728 -0.9826 -0.5922
C 0.0540 -2.1787 -0.0145
H 3.0698 1.8120 0.1928
H 1.8238 0.3749 0.8050
H 1.2836 3.1630 -0.5428
H -1.0363 2.3132 0.5714
H -2.5771 0.0178 -0.4304
H -2.2914 -0.7794 0.8980
H -0.8143 -1.1297 -1.7497
H 0.7625 -2.5406 -0.8242
H -0.5356 -3.0664 0.0958
H 0.5212 -2.0286 0.9698
```

SMILES string ... C=C/C=C1/[NH2+][C@@H]1C
HOMO ... -13.684 eV
Net charge ... +1
Frontier orbital gap ... 10.0033 eV


The most stable of them is version iv.


Version i
Entry from the Open Molecules 2025 dataset: the molecule C3H4N2S (ωB97M-V with the def2-TZVPD basis set).

XYZ file:
```
10
C3H4N2S (ωB97M-V with the def2-TZVPD basis set)
S 1.5032 -1.5385 -1.0778
C 0.4684 -0.3921 -0.0145
C -0.6513 -0.5700 0.7508
N -1.3809 0.5824 0.8155
C -0.7618 1.3958 0.0390
N 0.3058 0.8808 -0.4762
H 1.4773 -2.4938 0.0846
H -1.0785 -1.5808 1.0789
H -1.0436 2.3430 -0.3478
H 1.1613 1.3731 -0.8525
```

SMILES string ... Sc1cnc[nH]1
HOMO ... -8.515 eV
Frontier orbital gap ... 9.0387 eV


Version ii
Entry from the Open Molecules 2025 dataset: the molecule C3H4N2S (ωB97M-V with the def2-TZVPD basis set).

XYZ file:
```
10
C3H4N2S (ωB97M-V with the def2-TZVPD basis set)
C 1.2394 -0.9033 -0.1305
N 1.6391 0.2951 -0.2488
N 0.7861 1.3418 0.1608
C -0.4726 1.2828 0.1796
S -1.3532 -0.1653 -0.2341
C -0.0887 -1.3408 0.4130
H 2.0244 -1.6527 -0.4570
H -1.0394 2.1771 0.4322
H 0.0088 -1.2205 1.5153
H -0.3881 -2.3496 0.0974
```

SMILES string ... C1=NN=CSC1
HOMO ... -9.396 eV
Frontier orbital gap ... 9.6921 eV


The most stable of them is version i.


Version i
Entry from the Open Molecules 2025 dataset: a cluster of 2 separate species, C3H4N2S in total (ωB97M-V with the def2-TZVPD basis set).

XYZ file:
```
10
C3H4N2S (ωB97M-V with the def2-TZVPD basis set)
C -2.9959 0.0661 0.9080
C -0.2355 0.6575 -0.6094
C -1.7399 -0.4022 0.9644
N -4.0596 0.5004 0.7661
N 0.6508 -1.5551 1.3914
S -0.8029 -1.3948 1.9243
H -0.8402 0.2960 -1.4388
H 0.5129 0.0414 -0.2612
H 1.1504 -2.3544 1.7318
H -0.1770 1.5359 -0.0294
```

HOMO (spin up / spin down) ... -8.914 / -8.913 eV
Frontier orbital gap (spin up / spin down) ... 7.7883 / 7.6114 eV


Version ii
Entry from the Open Molecules 2025 dataset: a cluster of 2 separate species, C3H4N2S in total (ωB97M-V with the def2-TZVPD basis set).

XYZ file:
```
10
C3H4N2S (ωB97M-V with the def2-TZVPD basis set)
C 2.8111 -0.1325 -0.5443
C 0.7116 -0.1294 0.4432
C -1.9074 0.2238 -0.5182
N 3.7541 -0.2663 -1.1788
N 0.7877 -0.5124 1.6150
S -0.1131 0.2465 -0.9181
H -2.0422 0.8140 0.2666
H -2.1262 -0.7701 -0.3062
H -2.3895 0.8186 -1.3848
H 0.5139 -0.2922 2.5256
```

HOMO ... -9.693 eV
Frontier orbital gap ... 9.0737 eV


Version iii
Entry from the Open Molecules 2025 dataset: a cluster of 2 separate species, C3H4N2S in total (ωB97M-V with the def2-TZVPD basis set).

XYZ file:
```
10
C3H4N2S (ωB97M-V with the def2-TZVPD basis set)
C -0.7572 0.4655 -1.2304
C 0.3995 0.4941 -0.6512
N 1.5197 0.3478 -0.2101
H -1.5892 -0.0596 -0.7914
H -0.9273 0.9754 -2.1639
H 1.9312 1.0020 0.4426
N 1.2708 -1.4573 2.2367
C 2.3832 -1.2054 1.8619
S 3.8883 -0.8718 1.7130
H 0.4278 -1.6981 1.7561
```

SMILES string ... C=C=N.N=C=S
HOMO ... -9.221 eV
Frontier orbital gap ... 9.8843 eV


Version iv
Entry from the Open Molecules 2025 dataset: a structure of composition C3H4N2S (ωB97M-V with the def2-TZVPD basis set).

XYZ file:
```
10
C3H4N2S (ωB97M-V with the def2-TZVPD basis set)
C 0.0788 -1.8276 -0.6482
C 0.4993 0.8399 0.1527
C -0.5507 -0.1022 0.6415
N -0.8529 -1.1702 -0.0787
N 1.3593 -0.1299 0.7572
S 1.7040 -1.4682 -0.1326
H -0.0979 -2.6073 -1.3641
H 0.5429 0.9685 -0.9329
H 0.5612 1.7800 0.6895
H -1.0985 0.0900 1.5506
```

HOMO ... -8.840 eV
Frontier orbital gap ... 9.4010 eV


The most stable of them is version iii.


Version i
Entry from the Open Molecules 2025 dataset: a cluster of 2 separate species, C3H4BrF in total (ωB97M-V with the def2-TZVPD basis set).

XYZ file:
```
9
C3H4BrF (ωB97M-V with the def2-TZVPD basis set)
Br -1.6857 0.1975 -2.0705
C -0.7668 -0.0369 -0.5388
C 0.1417 -0.5459 0.2227
C -0.4614 0.7748 0.6628
H 0.8803 -1.3735 0.2000
H -1.0071 0.8007 1.5724
H 0.1192 1.6231 0.4898
F 1.3050 -2.3827 -2.1889
H 1.1226 -1.6078 -1.7002
```

SMILES string ... BrC1=CC1.F
HOMO ... -9.694 eV
Frontier orbital gap ... 10.4382 eV


Version ii
Entry from the Open Molecules 2025 dataset: a cluster of 2 separate species, C3H4BrF in total (ωB97M-V with the def2-TZVPD basis set).

XYZ file:
```
9
C3H4BrF (ωB97M-V with the def2-TZVPD basis set)
Br 2.4946 0.5573 0.4390
C 0.6694 0.5361 0.6730
C -0.2995 -0.1467 1.2205
C -0.6662 0.8333 0.1055
H -0.7595 -0.7383 1.9897
H -0.7766 0.5041 -0.8329
H -1.3062 1.8358 0.2728
F 0.2374 -1.4760 -1.5469
H 0.4065 -1.9057 -2.3207
```

SMILES string ... BrC1=CC1.F
HOMO ... -8.864 eV
Frontier orbital gap ... 9.5827 eV


The most stable of them is version i.